# 1
Here is a structure of composition C18H20IO4PdSb from the OMol25 dataset. Energies are from ωB97M-V/def2-TZVPD.

## Properties
Energy above the lowest of the compared OMol25 structures with the same formula, charge and spin ... 38.0 kcal/mol
Kohn-Sham gap ... 6.02 eV
Net charge ... 0
2S+1 ... 1
Max |F| ... 1.0 eV/Å

Each line ends with the Mulliken charge.
Positions of all 45 atoms, in Å:
Pd 0.1223 0.1273 1.0087  0.67
C -0.8479 0.0401 -3.0809  -1.74
C 0.0539 -0.2021 -1.8947  1.31
O -0.5775 -0.5122 -0.8355  -0.60
C 1.4616 -0.0891 -2.0208  0.57
C 1.9988 0.5017 -3.2037  -0.92
C 3.3354 0.6558 -3.3934  -0.77
C 4.2259 0.2008 -2.3845  -0.29
C 3.7723 -0.3816 -1.2458  -0.81
C 2.3651 -0.5718 -0.9951  0.52
O 1.9708 -1.1506 0.0517  -0.55
H -1.8596 -0.2536 -2.8141  0.36
H -0.5176 -0.5114 -3.9598  0.44
H -0.8519 1.1029 -3.3301  0.38
H 1.3211 0.8660 -3.9639  0.33
H 3.7161 1.1234 -4.2903  0.39
H 5.2935 0.3213 -2.5303  0.38
H 4.4519 -0.7391 -0.4824  0.43
I 1.0827 -1.6825 6.1614  0.13
C 0.8416 -0.2710 4.6559  -0.07
C 1.8862 -0.0164 3.7903  -0.55
C 1.7199 0.9281 2.7745  0.13
C 0.4964 1.6052 2.6239  -0.50
C -0.5698 1.2786 3.4891  0.00
C -0.3916 0.3668 4.5100  -0.57
C 0.3510 2.6333 1.5026  0.48
O 0.4670 3.8206 1.6318  -0.61
O 0.0963 1.9761 0.3953  -0.61
H 2.8326 -0.5271 3.8949  0.40
H 2.5611 1.2043 2.1511  0.42
H -1.5148 1.7954 3.3772  0.47
H -1.2041 0.1481 5.1890  0.42
C -1.1439 -3.6774 3.2345  -1.11
Sb -0.7244 -2.3205 1.6410  0.89
C -1.0045 -3.6417 0.0108  -1.31
C -2.7232 -1.5324 1.6151  -1.42
H -2.2274 -3.7756 3.2537  0.40
H -0.7786 -3.3202 4.1935  0.17
H -0.6863 -4.6394 3.0115  0.37
H -1.7612 -4.3668 0.3082  0.45
H -0.0828 -4.1532 -0.2569  0.41
H -1.3496 -3.0509 -0.8336  0.29
H -3.4042 -2.2886 1.2219  0.44
H -2.7824 -0.6438 0.9892  0.39
H -3.0189 -1.2752 2.6326  0.39

Atomic forces in eV per Å
Pd -0.039 -0.776 0.368
C 0.024 0.007 -0.024
C -0.021 -0.041 -0.013
O -0.019 0.075 0.020
C -0.061 0.043 -0.062
C 0.021 -0.015 0.015
C -0.016 -0.019 0.046
C 0.041 0.026 -0.047
C -0.021 -0.034 0.005
C -0.104 -0.002 -0.055
O 0.242 -0.084 -0.002
H 0.000 -0.009 0.001
H 0.000 0.003 0.000
H -0.011 0.004 0.016
H -0.008 -0.015 -0.002
H 0.013 0.002 0.002
H -0.002 0.002 -0.004
H -0.004 0.005 0.006
I 0.028 -0.053 0.108
C -0.028 0.052 -0.092
C 0.035 0.068 0.048
C -0.087 -0.018 0.022
C -0.018 -0.181 0.042
C 0.013 0.166 0.023
C 0.017 0.002 0.011
C -0.083 -0.179 -0.295
O -0.051 0.086 0.163
O 0.293 0.634 -0.030
H -0.001 -0.010 -0.001
H -0.032 -0.120 -0.095
H -0.011 -0.031 -0.017
H -0.004 -0.016 -0.006
C 0.332 -0.027 0.035
Sb -0.614 0.692 -0.235
C 0.218 -0.091 0.024
C -0.035 -0.121 -0.026
H -0.003 -0.045 0.025
H -0.025 0.023 0.007
H 0.000 -0.011 0.039
H -0.013 -0.008 -0.053
H 0.005 0.011 0.001
H -0.004 0.007 0.002
H -0.024 0.000 0.054
H 0.053 -0.019 -0.022
H 0.004 0.012 -0.004

# 2
Here is an isolated molecule of C3H5N3 from the OMol25 dataset. Energies are from ωB97M-V/def2-TZVPD.

## Properties
Energy above the lowest of the compared OMol25 structures with the same formula, charge and spin ... 70.6 kcal/mol
Kohn-Sham gap ... 9.19 eV
Net charge ... 0
SMILES ... C/N=C(\N)C#N
2S+1 ... 1
Max |F| ... 2.8 eV/Å

Each line ends with the Mulliken charge.
Positions of all 11 atoms, in Å:
C 1.5314 -0.2556 -0.1091  -0.72
N 0.4075 -0.2853 -1.0137  -0.34
C -0.5882 -0.0267 -0.2482  0.42
N -0.8164 1.0315 0.6767  -0.57
C -1.7413 -0.8862 -0.3692  0.16
N -2.6049 -1.6498 -0.4493  -0.37
H 1.8216 -1.2902 0.0498  0.28
H 2.4150 0.3357 -0.4088  0.22
H 0.9488 -0.1911 0.8664  0.34
H 0.0025 1.6049 0.8674  0.29
H -1.4758 1.6170 0.1610  0.28

Atomic forces in eV per Å
C 0.095 -0.012 1.363
N -0.858 -1.267 0.769
C -0.892 0.690 -1.743
N 0.217 -0.154 -0.127
C -1.465 -0.342 -0.817
N 0.644 0.556 0.166
H 0.493 -0.278 -0.693
H -0.575 0.037 0.613
H 2.580 1.088 0.061
H -0.015 -0.289 -0.183
H -0.224 -0.031 0.590

- Number 1 is which compound?
  C18H20IO4PdSb

- Which value of net charge does entry 1 give?
  0

- net charge of number 1 (C18H20IO4PdSb)?
  0